[1]
Below is a cluster of 4 separate species, C5H14O3 in total, with properties calculated with wB97M-V/def2-TZVPD.

Last column: Mulliken charge in e.
Cartesian coordinates (Å):
1 C -0.718 0.414 -2.100  -0.30
2 C 0.465 1.133 0.024  -1.22
3 C -1.870 -0.037 -2.593  -0.74
4 H 1.048 1.817 -0.574  0.33
5 H -0.278 1.824 0.437  0.29
6 O -0.789 -3.651 2.751  -0.62
7 H -2.210 0.351 -3.544  0.26
8 H -0.136 1.058 -2.755  0.29
9 H -2.452 -0.822 -2.128  0.29
10 O -0.865 2.909 4.827  -0.64
11 C -0.176 -1.228 -0.381  -1.01
12 H -1.193 -3.879 3.592  0.31
13 H -0.949 -4.397 2.165  0.31
14 O 4.060 0.696 -2.954  -0.64
15 H 4.464 0.619 -2.080  0.32
16 H -1.568 2.383 4.419  0.32
17 C -0.156 0.038 -0.787  0.88
18 H 0.189 -1.561 0.572  0.28
19 H -0.540 -2.014 -1.032  0.29
20 H -0.693 3.579 4.155  0.32
21 H 1.028 0.710 0.849  0.34
22 H 3.339 0.058 -2.863  0.32

Forces on the atoms, in the same order (eV/Å):
-0.3 -0.3 -0.3
-0.6 0.3 0.4
0.4 0.1 -0.2
0.7 -0.1 -0.3
-0.3 -0.3 0.1
0.1 0.1 -0.1
0.0 -0.2 -0.1
0.0 0.4 0.4
-0.2 0.3 0.3
-0.3 0.0 -0.4
-0.1 -0.2 -0.3
0.0 -0.1 0.0
0.0 0.0 0.1
-0.2 -0.4 0.5
0.2 0.3 -0.1
0.2 0.0 0.2
0.2 -0.1 -0.2
0.2 0.1 0.4
-0.1 0.1 0.0
0.1 0.0 0.2
0.2 0.2 0.1
0.0 0.1 -0.3

Values from the calculation:
* frontier orbital gap: 9.6 eV
* relative energy (zero: lowest compared OMol25 entry of this formula, charge and spin): 107.4 kJ/mol
* LUMO energy: 0.62 eV
* largest force on an atom: 0.774 eV/A
* HOMO: -9.027 eV
* structure (SMILES): C=CC(=C)C.O.O.O
* electronic energy: -11553.0107 eV



[2]
Below is a cluster of 4 separate species, C5H14O3 in total at a distorted geometry, with properties calculated with wB97M-V/def2-TZVPD.

Last column: Mulliken charge in e.
Cartesian coordinates (Å):
1 H -1.686 -2.751 1.272  0.34
2 H -0.808 2.732 5.138  0.32
3 C 0.639 -1.172 -1.725  -0.90
4 H 0.000 1.973 -0.665  0.30
5 H 0.141 -0.510 -2.431  0.13
6 O -1.786 -3.705 1.387  -0.66
7 H 0.997 -1.657 0.244  0.33
8 H 1.291 -1.851 -2.261  0.27
9 O -0.562 2.874 4.217  -0.64
10 H 3.452 1.140 -3.772  0.32
11 C -0.371 0.050 0.179  1.16
12 H -0.293 -0.817 2.094  0.33
13 O 3.277 0.962 -4.707  -0.64
14 C -0.815 1.243 -0.627  -1.26
15 H -1.133 0.804 2.015  0.10
16 H -1.406 2.786 3.760  0.32
17 H -1.074 1.026 -1.641  0.39
18 C -0.627 -0.004 1.483  -1.11
19 H -0.865 -3.988 1.483  0.32
20 C 0.481 -0.975 -0.423  -0.11
21 H 2.829 0.128 -4.836  0.31
22 H -1.680 1.713 -0.185  0.36

Forces on the atoms, in the same order (eV/Å):
-0.3 0.0 -0.1
0.2 0.0 0.0
-0.1 1.0 -1.1
-0.1 0.0 0.0
-0.1 0.0 0.1
0.6 0.2 0.0
0.0 0.1 0.3
0.0 -0.4 0.7
-0.3 -0.1 0.1
-0.3 -0.5 -0.3
0.0 0.4 0.2
0.3 -0.4 0.2
0.4 0.8 -0.2
0.5 0.1 0.3
-0.1 -0.3 -0.3
0.1 0.1 -0.1
-0.1 -0.4 -0.6
-0.3 0.5 0.3
-0.3 -0.2 0.0
0.2 -0.9 -0.4
-0.1 -0.2 0.5
-0.2 0.2 0.3

Values from the calculation:
* frontier orbital gap: 9.8 eV
* relative energy (zero: lowest compared OMol25 entry of this formula, charge and spin): 103.0 kJ/mol
* LUMO energy: 0.58 eV
* largest force on an atom: 1.475 eV/A
* HOMO: -9.181 eV
* structure (SMILES): C=CC(=C)C.O.O.O
* electronic energy: -11553.0567 eV



[3]
Below is a cluster of 4 separate species, C5H14O3 in total at a distorted geometry, with properties calculated with wB97M-V/def2-TZVPD.

Last column: Mulliken charge in e.
Cartesian coordinates (Å):
1 H 1.719 2.278 0.145  0.31
2 H 1.186 -0.014 3.274  0.33
3 O -1.933 -2.681 1.326  -0.59
4 H -2.309 0.874 -2.269  0.36
5 C 0.020 0.222 0.061  -0.43
6 C -1.208 1.026 -2.149  -1.17
7 C -0.784 0.949 -0.720  0.31
8 H -1.033 2.042 -2.496  0.36
9 H -0.563 1.223 1.956  0.37
10 C 1.132 -0.146 2.183  -0.66
11 H -1.262 1.767 -0.175  0.30
12 H 0.687 -0.568 -0.254  0.35
13 C 0.101 0.494 1.484  0.11
14 H 2.776 3.370 0.282  0.34
15 H 0.657 -3.625 -1.022  0.31
16 H -1.681 -1.764 0.977  0.29
17 H 1.997 -0.556 1.649  0.32
18 O 0.556 -2.700 -1.281  -0.61
19 O 1.970 3.160 -0.263  -0.61
20 H -0.600 0.360 -2.745  0.36
21 H -0.328 -2.733 -1.673  0.32
22 H -1.101 -2.978 1.710  0.32

Forces on the atoms, in the same order (eV/Å):
0.4 1.6 -0.9
0.1 -0.3 -0.6
0.8 2.2 -0.8
0.8 -0.1 0.3
1.8 -1.1 2.7
0.8 -0.8 0.5
-2.9 2.8 -1.3
0.0 0.3 0.1
0.1 -0.4 0.0
-0.3 1.3 0.5
-0.1 -0.1 0.2
-0.1 -0.2 -0.6
0.8 -0.6 -1.6
-1.0 0.1 -1.0
0.4 0.1 0.1
-0.7 -2.0 0.7
-0.6 -0.3 0.2
-0.5 -0.2 0.1
0.7 -1.7 1.8
-0.3 -0.3 -0.4
0.1 0.2 -0.1
-0.1 -0.3 0.1

Values from the calculation:
* 2S+1: 2
* frontier orbital gap (alpha / beta): 9.5 / 6.5 eV
* relative energy (zero: lowest compared OMol25 entry of this formula, charge and spin): 20.9 kJ/mol
* LUMO energy (alpha / beta): -5.30 / -8.24 eV
* total charge: +1
* largest force on an atom: 4.261 eV/A
* HOMO (alpha / beta): -14.756 / -14.753 eV
* electronic energy: -11544.3344 eV



[4]
Below is a cluster of 2 separate species, C5H14PS in total at a distorted geometry, with properties calculated with wB97M-V/def2-TZVPD.

Last column: Mulliken charge in e.
Cartesian coordinates (Å):
1 H -0.133 -1.946 -0.980  0.32
2 H 1.515 1.042 -2.838  0.41
3 H 1.183 -0.649 -2.585  0.31
4 H -3.578 -0.682 1.827  0.29
5 H -0.970 -1.824 0.623  0.32
6 S 2.186 2.061 0.198  -0.21
7 H -1.910 1.550 0.605  0.21
8 C -2.904 0.200 1.715  -0.51
9 C 1.576 0.278 -2.095  -1.20
10 H 2.622 0.147 -1.963  0.46
11 C -0.026 -1.943 0.135  -1.07
12 P 0.634 0.525 -0.466  0.38
13 H -3.384 0.728 -0.287  0.31
14 H 1.200 -0.820 1.473  0.46
15 H 0.423 -3.025 0.300  0.31
16 H 1.686 3.013 -0.701  0.30
17 H -2.260 0.483 2.568  0.22
18 C 1.165 -0.972 0.453  -0.48
19 C -2.701 0.764 0.510  -0.53
20 H 1.690 2.659 1.319  0.31
21 H 1.985 -1.588 0.190  0.39

Forces on the atoms, in the same order (eV/Å):
-0.5 0.0 0.7
-0.7 0.9 -0.3
0.2 0.6 0.6
0.3 1.1 0.2
-0.3 0.3 0.3
-0.1 0.9 -0.7
-1.0 -0.5 -1.0
0.2 -1.2 -0.8
-0.9 -1.1 0.3
1.0 -0.4 0.5
2.1 -2.4 -1.4
0.8 -0.4 -0.9
-0.3 -0.4 -1.2
0.1 0.6 2.3
-1.2 2.1 0.0
0.5 -0.7 1.0
-0.5 -0.4 -0.5
-2.0 -0.5 -1.4
1.2 1.4 3.4
-0.2 -0.2 -0.4
1.4 0.4 -0.7

Values from the calculation:
* frontier orbital gap: 8.7 eV
* relative energy (zero: lowest compared OMol25 entry of this formula, charge and spin): 314.2 kJ/mol
* LUMO energy: -4.19 eV
* total charge: +1
* largest force on an atom: 3.835 eV/A
* HOMO: -12.923 eV
* electronic energy: -25526.7013 eV



[5]
Below is a cluster of 2 separate species, C5H14S in total at a distorted geometry, with properties calculated with wB97M-V/def2-TZVPD.

Last column: Mulliken charge in e.
Cartesian coordinates (Å):
1 C 3.039 1.650 0.815  -1.86
2 H 1.014 2.967 -1.971  0.40
3 H 3.511 0.678 0.672  0.43
4 C -2.060 -1.180 0.691  -0.77
5 C -1.176 -0.642 -0.437  -0.90
6 H 1.496 1.274 -2.140  0.30
7 H 3.581 2.297 1.481  0.52
8 H -0.382 -1.347 -0.730  0.52
9 H -3.019 -0.659 0.720  0.32
10 C -2.281 -2.687 0.670  -1.30
11 H -3.309 -2.985 0.897  0.38
12 H 2.000 1.446 1.046  0.42
13 H -0.607 0.209 -0.161  -0.03
14 H -1.613 -3.188 1.376  0.38
15 H -1.791 -0.408 -1.292  0.47
16 C 1.460 2.117 -1.452  -1.53
17 H -2.121 -3.065 -0.342  0.36
18 H -1.625 -0.863 1.635  0.47
19 H 0.763 1.887 -0.640  0.32
20 S 3.120 2.500 -0.838  0.11

Forces on the atoms, in the same order (eV/Å):
0.3 -0.3 -1.7
0.3 0.1 -0.1
0.2 0.0 0.4
0.0 0.5 0.4
-0.1 -1.1 -0.1
-0.1 -0.1 0.0
0.0 0.0 0.6
-0.4 -0.1 0.0
-0.1 0.0 -0.4
-0.2 -0.2 -0.3
0.0 0.2 0.3
-0.2 0.3 0.4
0.2 1.1 0.4
0.0 -0.1 -0.3
0.0 0.1 -0.5
-0.3 -0.1 -0.1
0.3 -0.1 0.1
0.2 -0.2 0.3
0.3 0.0 -0.1
-0.4 0.0 0.5

Values from the calculation:
* 2S+1: 2
* frontier orbital gap (alpha / beta): 2.1 / 8.3 eV
* relative energy (zero: lowest compared OMol25 entry of this formula, charge and spin): 52.6 kJ/mol
* LUMO energy (alpha / beta): 3.44 / 3.41 eV
* total charge: -1
* largest force on an atom: 1.698 eV/A
* HOMO (alpha / beta): 1.322 / -4.934 eV
* electronic energy: -16245.3928 eV



[6]
Below is a cluster of 2 separate species, C5H14S in total at a distorted geometry, with properties calculated with wB97M-V/def2-TZVPD.

Last column: Mulliken charge in e.
Cartesian coordinates (Å):
1 H 2.934 0.730 -1.823  0.71
2 C 2.896 1.031 -0.731  -1.51
3 S 1.346 0.314 0.047  -0.87
4 H -3.985 -0.007 -1.150  0.27
5 H -1.466 -0.855 -0.118  0.45
6 H -3.479 -1.949 1.204  0.29
7 H 1.646 -0.941 -0.399  0.31
8 H -1.535 -0.224 1.423  0.50
9 H 3.968 1.304 1.176  0.31
10 C 4.034 0.708 0.182  -1.56
11 H -5.206 -1.320 -0.596  0.37
12 H -3.989 -0.233 1.286  0.31
13 H 5.065 0.834 -0.211  0.61
14 C -2.053 -0.334 0.535  -1.61
15 H -2.025 0.661 0.089  0.42
16 H 2.851 2.158 -0.830  0.59
17 C -4.178 -1.013 -0.660  -1.21
18 C -3.475 -0.914 0.673  -0.13
19 H 3.895 -0.282 0.537  0.44
20 H -3.560 -1.761 -1.326  0.29

Forces on the atoms, in the same order (eV/Å):
0.3 -0.4 1.3
-1.0 1.5 -0.9
0.4 1.2 -0.5
-0.9 -1.1 0.3
1.6 -1.9 -1.6
0.2 1.7 -0.8
0.1 -0.4 -0.2
0.9 -0.1 2.1
0.0 -0.5 -1.7
1.1 1.0 1.7
-0.5 0.1 -0.2
-1.0 0.7 1.1
-0.6 0.0 0.0
-2.3 0.9 -0.5
-0.5 0.2 0.0
-0.6 -1.1 0.3
2.8 -0.1 -1.8
1.2 -1.8 0.4
0.3 -1.2 0.1
-1.4 1.2 1.1

Values from the calculation:
* 2S+1: 2
* frontier orbital gap (alpha / beta): 2.3 / 8.3 eV
* relative energy (zero: lowest compared OMol25 entry of this formula, charge and spin): 89.5 kJ/mol
* LUMO energy (alpha / beta): 3.52 / 3.48 eV
* total charge: -1
* largest force on an atom: 3.390 eV/A
* HOMO (alpha / beta): 1.245 / -4.855 eV
* electronic energy: -16245.0102 eV



- Among the records above, which one has the highest relative energy (zero: lowest compared OMol25 entry of this formula, charge and spin)?
  C5H14PS



- Which value of relative energy (zero: lowest compared OMol25 entry of this formula, charge and spin) does entry 5 give?
  52.6 kJ/mol



- The highest largest force on an atom belongs to which entry?
  number 3



- The lowest largest force on an atom belongs to which entry?
  number 1